# 1
The following is a quantum chemistry calculation of a single C3H6N2O molecule in a non-equilibrium geometry, from OMol25.

Each line ends with the natural charge from an NBO analysis.
CARTESIAN COORDINATES (ANGSTROEM)
O -2.308 -0.195 0.523  -0.698
N 3.244 0.890 -0.928  -0.430
N 0.050 0.333 0.364  -0.511
C 2.341 0.290 -0.483  0.203
C -1.149 -0.394 -0.205  0.096
C 1.246 -0.439 -0.036  -0.563
H 0.117 1.275 -0.028  0.424
H 1.362 -1.309 0.593  0.210
H -2.758 0.608 0.239  0.479
H -0.881 -1.448 -0.164  0.207
H -0.074 0.471 1.380  0.399
H -1.190 -0.084 -1.254  0.184

Forces on the atoms, in the same order (eV/Å):
-0.1235 0.3276 0.0837
-0.7725 -0.4222 0.4007
-0.0952 0.0846 0.0146
0.7758 0.6032 -0.3198
0.1550 -0.1085 -0.2034
0.1555 -0.1608 0.0800
0.0232 -0.1853 -0.0126
0.1518 0.0299 -0.0541
-0.0307 -0.0473 -0.0049
-0.0780 0.1748 0.0885
-0.0452 -0.2222 -0.2285
-0.1163 -0.0739 0.1557

## Properties
Frontier orbital gap (eV): 7.19
DFT total energy (Ha): -302.561427
LUMO energy (eV): -0.07
Total charge: 0
HOMO energy (eV): -7.26


# 2
The following is a quantum chemistry calculation of a molecular structure, C35H40N9OPdS, from OMol25.

Each line ends with the Löwdin charge.
CARTESIAN COORDINATES (ANGSTROEM)
Pd 0.248 1.181 -0.233  0.807
S -0.746 -0.410 -1.626  0.769
O -2.529 -4.772 -0.520  0.133
N -1.566 -2.756 -0.785  0.114
N -2.325 2.505 -1.548  0.061
N 0.819 3.177 2.007  0.099
N -0.433 4.266 0.312  0.117
N 0.429 -1.975 0.156  0.058
N 1.225 2.317 1.194  -0.047
N -3.925 2.078 0.080  -0.027
N -1.654 1.558 0.425  -0.115
N 2.145 0.643 -0.637  -0.100
C -0.038 -6.136 -0.673  -0.013
C -0.897 4.696 2.635  -0.019
C 2.014 -6.265 -1.909  -0.056
C 2.559 -0.116 -1.753  -0.335
C 4.595 1.771 2.582  -0.080
C -3.148 1.772 2.361  -0.145
C -4.996 2.431 -0.846  -0.137
C 3.292 2.169 2.515  -0.023
C -4.517 3.456 -1.855  -0.149
C 3.570 -2.075 -2.749  -0.096
C 1.100 -6.836 -1.032  -0.055
C -3.293 2.900 -2.555  -0.165
C -1.354 5.177 0.003  -0.142
C 2.491 1.767 1.427  -0.205
C 3.258 -1.607 -4.017  -0.085
C -2.107 5.861 0.944  -0.055
C -0.250 -4.853 -1.173  -0.173
C 1.309 -2.403 2.387  -0.235
C -1.946 1.063 1.766  -0.217
C 0.660 -4.285 -2.062  -0.022
C 2.980 0.951 0.381  -0.240
C 3.222 -1.340 -1.625  -0.059
C -1.516 -4.181 -0.784  -0.394
C -4.312 1.613 1.407  -0.137
C 5.125 1.013 1.516  -0.062
C -1.871 5.613 2.290  -0.060
C 1.490 -3.445 3.482  -0.094
C 2.247 0.343 -3.032  -0.061
C 0.649 -3.011 1.159  -0.165
C -2.630 2.023 -0.320  -0.402
C 2.593 -0.395 -4.151  -0.073
C -0.578 -1.820 -0.675  -0.738
C 4.366 0.618 0.451  -0.017
C -0.230 4.033 1.604  -0.340
C 1.791 -4.998 -2.429  -0.061
H 2.851 2.803 3.270  0.108
H 4.090 -3.017 -2.628  0.102
H 1.156 -1.276 0.063  0.081
H -2.828 3.651 -3.194  0.125
H 2.112 -4.274 3.140  0.080
H 2.352 -0.015 -5.135  0.108
H -3.568 2.049 -3.187  0.124
H -1.483 5.382 -1.055  0.108
H 1.969 -3.010 4.358  0.078
H -5.362 1.536 -1.363  0.134
H -4.637 0.566 1.366  0.133
H 0.487 -3.308 -2.497  0.114
H -5.822 2.824 -0.254  0.125
H 0.530 -3.856 3.798  0.080
H 5.225 2.058 3.412  0.105
H -4.254 4.380 -1.335  0.114
H -2.139 -0.018 1.729  0.114
H -2.839 6.590 0.626  0.107
H 2.898 -6.818 -2.200  0.112
H 0.701 -1.570 2.747  0.111
H -2.422 6.142 3.057  0.114
H 2.492 -4.564 -3.127  0.092
H -1.352 2.466 -1.787  0.090
H -3.398 1.358 3.338  0.125
H 1.270 -7.830 -0.641  0.112
H -5.169 2.207 1.726  0.126
H 1.267 -3.804 0.734  0.127
H -0.770 -6.569 -0.004  0.126
H -0.630 4.489 3.661  0.117
H 2.284 -1.992 2.103  0.112
H -2.923 2.833 2.486  0.103
H -1.061 1.205 2.389  0.096
H 3.537 -2.176 -4.894  0.107
H -2.469 -2.391 -1.048  0.138
H -0.317 -3.446 1.423  0.135
H 4.825 0.073 -0.359  0.104
H 6.175 0.751 1.531  0.112
H 1.737 1.292 -3.135  0.106
H 3.471 -1.716 -0.639  0.112
H -5.304 3.678 -2.574  0.124

Forces on the atoms, in the same order (eV/Å):
-0.1089 -0.0510 -0.2535
-0.1038 0.0418 0.0650
-0.0090 0.0108 -0.0384
0.2387 -0.1007 -0.1281
-0.1100 -0.1209 0.0521
0.2600 0.1412 -0.3776
0.0077 0.0707 0.0591
0.0331 -0.2408 -0.1282
-0.1034 0.0944 0.3712
0.0650 0.0753 0.0240
-0.0696 0.1833 0.1199
-0.1625 -0.1471 0.0822
0.0263 0.0191 0.0301
-0.0172 -0.0341 -0.1441
0.0297 -0.0047 -0.0193
0.0923 -0.0497 -0.1284
-0.0246 -0.0609 -0.0849
-0.0084 -0.0319 -0.0204
-0.0165 -0.0324 -0.0152
-0.0100 -0.0540 -0.0011
0.0394 -0.0109 0.0030
0.0323 0.0636 -0.0696
-0.0120 -0.0164 0.0179
-0.0199 0.0439 -0.0015
0.0431 -0.0674 -0.0034
-0.1067 0.1237 0.0528
0.0218 -0.0457 0.0083
-0.0259 -0.0146 0.0565
-0.0295 0.0294 -0.0347
0.0604 -0.0442 -0.0196
-0.0772 -0.0512 -0.0589
-0.0245 0.0109 0.0231
0.4529 0.0789 0.0397
-0.1174 0.0336 0.0839
-0.0236 0.0138 0.1116
0.0054 -0.0848 -0.0303
0.0879 0.0433 0.1279
-0.0147 -0.0012 -0.0307
0.0158 -0.0147 0.0287
0.0648 -0.0091 0.0068
-0.1068 0.0000 0.0516
0.0175 0.0173 0.0189
-0.0116 0.0083 -0.0239
-0.0422 0.0615 0.0605
-0.2362 -0.0638 -0.0832
-0.0612 -0.1761 0.1230
-0.0260 -0.0501 0.0162
0.0180 -0.0019 0.0034
0.0367 0.0553 0.0138
0.0811 0.1592 0.0168
-0.0087 -0.0036 0.0090
0.0021 0.0032 -0.0094
-0.0034 -0.0115 0.0038
-0.0092 0.0127 0.0058
-0.0111 -0.0141 -0.0092
0.0055 0.0032 -0.0022
-0.0093 0.0071 0.0151
-0.0067 0.0082 0.0042
-0.0014 0.0320 0.0198
0.0077 0.0246 -0.0099
-0.0073 0.0048 -0.0044
-0.0127 0.0114 0.0114
-0.0138 0.0179 -0.0148
0.0330 -0.0135 0.0177
0.0121 0.0153 0.0106
-0.0004 0.0045 0.0033
-0.0065 0.0105 0.0009
0.0028 0.0165 -0.0074
-0.0399 -0.0271 -0.0281
0.1796 0.0506 -0.0218
-0.0096 -0.0148 -0.0056
0.0015 0.0051 0.0046
0.0133 0.0130 0.0095
0.0118 -0.0111 0.0343
-0.0090 0.0031 -0.0133
-0.0133 -0.0229 0.0108
-0.0314 0.0476 0.0007
0.0072 -0.0012 0.0180
-0.0187 0.0470 0.0023
-0.0060 0.0070 0.0128
-0.0535 -0.0037 -0.0207
-0.0005 0.0000 -0.0079
-0.0043 0.0108 0.0004
-0.0065 -0.0119 -0.0103
-0.0101 0.0159 0.0195
-0.0277 -0.0147 -0.0214
-0.0065 -0.0211 -0.0014

## Properties
Frontier orbital gap (alpha / beta) (eV): 6.19 / 6.19
DFT total energy (Ha): -2451.714276
LUMO energy (alpha / beta) (eV): -3.46 / -3.46
Total charge: +1
HOMO energy (alpha / beta) (eV): -9.65 / -9.65